# C3H5NO2

A single C3H5NO2 molecule (ωB97M-V with the def2-TZVPD basis set, OMol25).

Each atom is followed by the atoms it is bonded to, with distances in Å.
Atoms and positions in Å:
1 C -1.429 0.512 -0.087  C4 1.520, H5 1.095, O6 1.205
2 H -1.542 -1.626 -0.363  C4 1.100
3 N 1.579 0.307 0.950  C10 1.260, H11 1.017
4 C -0.854 -0.886 0.070  C1 1.520, H2 1.100, O7 1.405, H9 1.098
5 H -2.511 0.673 -0.038  C1 1.095
6 O -0.713 1.441 -0.364  C1 1.205
7 O 0.353 -0.845 -0.650  C4 1.405, C10 1.381
8 H 1.615 0.655 -1.136  C10 1.093
9 H -0.691 -1.169 1.118  C4 1.098
10 C 1.239 0.136 -0.251  N3 1.260, O7 1.381, H8 1.093
11 H 2.407 0.894 1.005  N3 1.017

Computed properties:
Energy: -8775.540 eV
HOMO-LUMO gap: 10.550 eV
Structure (SMILES): [H]/N=C/OCC=O
LUMO level: 0.88 eV